[1]
Molecular formula: C20H16AlFN5O4S2
Method: DFT, ωB97M-V/def2-TZVPD

Structure (XYZ):
```
49
C20H16AlFN5O4S2 | the OMol25 dataset | ωB97M-V/def2-TZVPD
Al -0.279 0.989 -0.371
S -0.778 2.722 3.526
C -0.273 1.107 3.926
C -0.186 0.569 5.217
C 0.323 -0.723 5.308
C 0.695 -1.426 4.166
C 0.532 -0.886 2.895
C 0.076 0.420 2.819
N 0.015 1.194 1.653
C -0.424 2.414 1.922
C -0.678 3.385 0.814
C -0.856 4.744 1.036
C -1.024 5.603 -0.030
C -1.072 5.056 -1.318
C -0.969 3.718 -1.562
C -0.696 2.879 -0.478
H -0.474 1.230 6.005
H 0.558 -1.157 6.278
H 1.066 -2.475 4.309
H 0.781 -1.485 1.980
H -0.939 5.192 2.011
H -1.192 6.637 0.162
H -1.199 5.732 -2.118
H -1.063 3.234 -2.538
F 4.388 -3.841 -0.183
C 3.242 -3.629 -0.854
C 3.089 -2.503 -1.547
N 1.920 -2.308 -2.297
C 1.667 -1.012 -2.890
C 0.995 -0.109 -1.928
O 1.318 -0.116 -0.685
O -0.010 0.632 -2.249
C 0.934 -3.262 -2.410
O -0.057 -3.064 -3.083
N 1.164 -4.407 -1.716
C 2.276 -4.741 -0.920
O 2.473 -5.810 -0.397
H 3.783 -1.686 -1.431
H 1.013 -1.159 -3.767
H 2.619 -0.588 -3.245
H 0.520 -5.147 -1.953
N -2.335 -1.648 -2.200
C -2.778 -0.769 -1.314
N -3.730 0.049 -1.743
S -2.026 -0.555 0.219
H -2.548 -1.436 -3.154
H -1.545 -2.230 -2.060
H -4.156 -0.115 -2.614
H -4.156 0.781 -1.193
```

Results
- Energy above the lowest of the compared OMol25 structures with the same formula, charge and spin: 0.00 kcal per mole
- Charge: +1
- Kohn-Sham gap: 8.5 eV
- HOMO: -11.588 eV
- F_max: 0.0479 hartree/bohr

---

[2]
Molecular formula: C9H8BrN3O2
Method: DFT, ωB97M-V/def2-TZVPD

Structure (XYZ):
```
23
C9H8BrN3O2 | the OMol25 dataset | ωB97M-V/def2-TZVPD
C -0.004 -2.961 1.569
C -0.984 -2.036 1.888
C 1.068 -2.589 0.776
C -0.897 -0.743 1.406
C 1.157 -1.298 0.288
C 0.171 -0.371 0.601
C 1.542 1.687 -0.124
C 0.205 1.012 0.006
C -0.240 1.092 -1.435
N 1.791 2.089 -1.310
N 0.767 1.720 -2.113
N -1.830 2.430 -1.270
O -2.071 2.703 -0.129
O -2.329 2.783 -2.300
Br -1.156 -0.319 -2.326
H -0.078 -3.974 1.934
H -1.820 -2.323 2.508
H 1.832 -3.312 0.531
H -1.666 -0.023 1.646
H 1.988 -1.009 -0.341
H 2.226 1.846 0.685
H -0.465 1.660 0.608
H 0.792 1.934 -3.096
```

Results
- Energy above the lowest of the compared OMol25 structures with the same formula, charge and spin: 102.36 kcal per mole
- Kohn-Sham gap (spin up / spin down): 8.8 / 8.8 eV
- HOMO (spin up / spin down): -8.611 / -8.610 eV
- F_max: 0.0716 hartree/bohr

---

[3]
Molecular formula: C5H13CdO3
Method: DFT, ωB97M-V/def2-TZVPD

Structure (XYZ):
```
22
C5H13CdO3 | the OMol25 dataset | ωB97M-V/def2-TZVPD
C -1.063 -0.597 -0.897
O 0.041 0.027 -0.398
C -0.174 1.324 0.135
C 0.983 1.694 1.025
O 2.180 1.673 0.292
C 3.292 2.105 1.036
H -0.809 -0.816 -1.943
H -2.028 -0.073 -0.824
H -1.098 1.340 0.736
H -0.271 2.046 -0.694
H 1.037 0.988 1.873
H 0.797 2.703 1.434
H 3.450 1.471 1.925
H 4.174 2.036 0.390
H 3.164 3.151 1.368
Cd -0.780 -1.820 1.386
O -1.427 -2.324 -0.603
H -0.593 -2.845 -0.499
C -2.518 -2.932 -1.318
H -2.399 -4.015 -1.234
H -3.460 -2.619 -0.860
H -2.497 -2.517 -2.331
```

Results
- Charge: +1
- Kohn-Sham gap (spin up / spin down): 6.8 / 6.8 eV
- HOMO (spin up / spin down): -11.382 / -11.382 eV
- F_max: 0.0949 hartree/bohr

---

- F_max of number 3 (C5H13CdO3)?
  0.0949 hartree/bohr